(1)
Computed, not measured: a cluster of 6 separate species, CH13O5S in total at a distorted geometry, with ωB97M-V with the def2-TZVPD basis set.

Last column: Löwdin charge in e.
Atoms and positions in Å:
1 C 1.22 0.55 1.40  -0.67
2 S 1.93 1.92 0.42  0.21
3 H 0.52 -0.01 0.79  -0.05
4 H 2.01 -0.04 1.91  0.01
5 H 0.75 1.07 2.23  -0.02
6 H 0.66 0.46 -2.75  0.03
7 H 1.48 0.83 -1.44  -0.10
8 O 1.38 0.12 -2.16  -0.16
9 H 0.54 -1.33 -0.79  -0.03
10 H 0.42 -2.64 -0.17  0.02
11 O 0.60 -2.25 -1.05  -0.08
12 H -1.39 -1.63 1.78  0.02
13 H -0.06 -2.12 2.05  0.02
14 O -0.92 -2.47 1.80  -0.06
15 H -1.70 0.69 0.20  0.00
16 H -2.88 0.43 -0.65  0.03
17 O -2.57 0.26 0.23  -0.04
18 H 0.09 2.04 -1.61  -0.04
19 H -1.20 1.99 -0.65  0.00
20 O -0.87 2.13 -1.54  -0.09

Results
- F_max: 0.036 Eh/bohr
- HOMO level: -3.35 eV
- Kohn-Sham gap: 6.674 eV
- Energy above the lowest of the compared OMol25 structures with the same formula, charge and spin: 160.4 kJ/mol
- Charge: -1


(2)
Computed, not measured: an isolated molecule of C3H6N4O at a distorted geometry, with ωB97M-V with the def2-TZVPD basis set.

Last column: Löwdin charge in e.
Atoms and positions in Å:
1 C -2.15 0.30 0.48  -0.12
2 C 0.38 -1.63 -0.09  0.02
3 C 1.06 -0.37 0.03  -0.50
4 H -2.84 1.18 -0.05  0.11
5 H -1.52 0.58 1.59  0.16
6 H -2.65 -0.87 0.39  0.15
7 H 1.02 -2.52 0.23  0.15
8 H 0.36 2.67 0.37  0.08
9 H 0.13 2.11 -1.11  0.10
10 N -1.06 0.04 -0.37  -0.24
11 N -0.91 -1.34 -0.32  0.07
12 N 0.19 0.59 0.01  -0.12
13 N 0.56 1.91 -0.21  0.14
14 O 2.29 -0.18 0.29  0.00

Results
- F_max: 0.133 Eh/bohr
- HOMO level: -9.07 eV
- SMILES: Cn1ncc(=O)n1N
- Kohn-Sham gap: 9.136 eV
- Energy above the lowest of the compared OMol25 structures with the same formula, charge and spin: 579.5 kJ/mol
- Charge: 0


(3)
Computed, not measured: a structure of composition C25H22BrMoN3O3S at a distorted geometry, with ωB97M-V with the def2-TZVPD basis set.

Last column: Löwdin charge in e.
Atoms and positions in Å:
1 Mo -0.18 -0.24 -0.38  1.71
2 Br 5.43 -4.64 0.50  0.85
3 C 4.26 -3.18 0.49  -0.68
4 C 3.15 -3.18 1.32  -0.09
5 C 2.28 -2.11 1.30  -0.03
6 C 2.54 -1.04 0.45  -0.29
7 C 3.65 -1.03 -0.38  -0.01
8 C 4.52 -2.11 -0.36  -0.09
9 N 1.63 0.09 0.42  -0.09
10 C 2.07 1.27 0.63  0.03
11 C 1.17 2.37 0.29  -0.23
12 C 1.45 3.69 0.48  0.04
13 C 0.52 4.64 0.06  0.02
14 C -0.64 4.20 -0.53  0.02
15 C -0.86 2.84 -0.69  -0.07
16 N 0.03 1.93 -0.29  -0.03
17 H 2.97 -4.02 1.98  0.12
18 H 1.41 -2.10 1.94  0.12
19 H 3.82 -0.20 -1.06  0.13
20 H 5.38 -2.12 -1.01  0.12
21 H 3.08 1.42 1.01  0.17
22 H 2.38 3.98 0.96  0.14
23 H 0.70 5.70 0.20  0.14
24 H -1.39 4.90 -0.88  0.13
25 H -1.76 2.46 -1.14  0.12
26 C -3.58 2.20 3.26  -0.04
27 C -2.36 1.54 3.38  -0.05
28 C -1.86 0.83 2.31  -0.03
29 C -2.57 0.78 1.11  -0.29
30 C -3.79 1.43 0.99  -0.01
31 C -4.29 2.14 2.07  -0.04
32 N -1.98 0.12 0.00  -0.15
33 C -2.76 -0.48 -1.05  -0.31
34 C -3.81 -1.35 -0.74  -0.01
35 C -4.53 -1.92 -1.77  -0.03
36 C -4.21 -1.64 -3.10  -0.04
37 C -3.18 -0.77 -3.40  -0.06
38 C -2.46 -0.17 -2.37  -0.06
39 H -3.98 2.74 4.11  0.12
40 H -1.81 1.57 4.32  0.12
41 H -0.94 0.25 2.41  0.10
42 H -4.34 1.40 0.06  0.13
43 H -5.25 2.64 1.99  0.12
44 H -4.04 -1.58 0.29  0.14
45 H -5.35 -2.59 -1.53  0.13
46 H -4.79 -2.08 -3.90  0.12
47 H -2.95 -0.52 -4.43  0.13
48 H -1.71 0.58 -2.60  0.10
49 C -0.88 -3.36 -2.75  -0.08
50 S 0.27 -2.64 -1.62  0.56
51 O -0.45 -2.36 -0.32  -0.43
52 O 1.45 -3.42 -1.55  -0.21
53 O 0.52 -1.17 -2.05  -0.45
54 H -1.85 -3.39 -2.26  0.07
55 H -0.51 -4.35 -2.98  0.09
56 H -0.91 -2.74 -3.64  0.08

Results
- F_max: 0.047 Eh/bohr
- HOMO level (spin up / spin down): -13.96 / -13.96 eV
- Kohn-Sham gap (spin up / spin down): 5.793 / 5.747 eV
- Energy above the lowest of the compared OMol25 structures with the same formula, charge and spin: 27.2 kJ/mol
- Charge: +2


(4)
Computed, not measured: a structure of composition C49H55AsIMnN3O2PS2Si at a distorted geometry, with ωB97M-V with the def2-TZVPD basis set.

Last column: Löwdin spin population.
Atoms and positions in Å:
1 Mn -0.36 -1.45 -0.32  4.04
2 C 3.11 -4.95 -0.96  0.00
3 C 3.10 -4.32 0.42  0.00
4 O 2.33 -3.13 0.39  0.00
5 P 0.94 -2.83 1.17  0.04
6 S 0.30 -2.25 -2.19  -0.07
7 S 0.33 -4.52 2.02  0.02
8 O 1.62 -1.95 2.44  0.02
9 C 0.69 -1.37 3.33  0.01
10 C 1.44 -0.75 4.48  0.00
11 H 3.79 -5.80 -0.98  0.00
12 H 3.41 -4.21 -1.70  0.00
13 H 2.10 -5.29 -1.21  0.00
14 H 4.11 -4.05 0.74  0.00
15 H 2.68 -5.01 1.16  0.00
16 H -0.01 -2.14 3.69  0.00
17 H 0.10 -0.60 2.80  0.00
18 H 2.04 -1.51 4.99  0.00
19 H 0.74 -0.31 5.20  0.00
20 H 2.11 0.04 4.11  0.00
21 C -2.45 -7.35 -1.99  0.00
22 C -1.28 -6.62 -2.11  0.00
23 C -1.24 -5.30 -1.67  0.00
24 C -2.36 -4.68 -1.12  -0.01
25 C -3.53 -5.44 -1.01  0.00
26 C -3.58 -6.76 -1.44  0.00
27 Si -2.30 -2.86 -0.47  -0.10
28 C -3.20 -3.10 1.23  -0.03
29 C -3.98 -2.09 1.79  -0.01
30 C -4.53 -2.19 3.07  0.00
31 C -4.31 -3.34 3.81  -0.01
32 C -3.57 -4.38 3.26  0.00
33 C -3.02 -4.25 1.99  -0.01
34 C -3.71 -2.12 -1.59  -0.01
35 C -3.36 -1.50 -2.79  0.00
36 C -4.32 -0.91 -3.61  0.00
37 C -5.65 -0.91 -3.22  0.00
38 C -6.02 -1.52 -2.04  0.00
39 C -5.06 -2.12 -1.23  0.00
40 H -2.49 -8.38 -2.33  0.00
41 H -0.40 -7.08 -2.55  0.00
42 H -0.32 -4.72 -1.77  0.00
43 H -4.42 -4.98 -0.59  0.00
44 H -4.50 -7.32 -1.33  0.00
45 H -4.19 -1.20 1.21  0.00
46 H -5.12 -1.38 3.47  0.00
47 H -4.72 -3.43 4.81  0.00
48 H -3.39 -5.28 3.83  0.00
49 H -2.43 -5.07 1.59  0.00
50 H -2.32 -1.50 -3.10  0.00
51 H -4.02 -0.43 -4.53  0.00
52 H -6.40 -0.44 -3.85  0.00
53 H -7.06 -1.53 -1.74  0.00
54 H -5.37 -2.60 -0.31  0.00
55 C 6.89 1.84 -3.03  0.00
56 C 5.70 1.91 -2.10  0.00
57 C 4.88 3.02 -2.06  0.00
58 C 3.76 3.08 -1.23  0.00
59 C 3.02 4.40 -1.27  0.00
60 C 3.41 1.99 -0.42  0.00
61 As 1.72 1.66 0.66  0.00
62 N 0.68 1.11 -0.73  0.02
63 C 0.28 1.86 -1.79  0.00
64 C 0.28 3.28 -1.84  0.00
65 C -0.26 3.98 -2.89  0.00
66 C -0.82 3.33 -3.99  0.00
67 C -0.77 1.94 -4.01  0.00
68 C -0.24 1.22 -2.95  0.00
69 C 1.40 3.53 1.43  0.00
70 C 0.15 4.14 1.52  0.00
71 C -1.10 3.47 1.01  0.00
72 C 0.00 5.39 2.11  0.00
73 C 1.07 6.06 2.68  0.00
74 C 0.93 7.43 3.29  0.00
75 C 2.30 5.40 2.70  0.00
76 C 2.47 4.15 2.12  0.00
77 C 3.82 3.50 2.27  0.00
78 C 4.29 0.88 -0.42  0.00
79 C 4.05 -0.30 0.46  0.00
80 C 5.40 0.85 -1.25  0.00
81 H 7.10 2.81 -3.47  0.00
82 H 6.69 1.13 -3.84  0.00
83 H 7.78 1.49 -2.50  0.00
84 H 5.11 3.88 -2.68  0.00
85 H 3.74 5.23 -1.24  0.00
86 H 2.35 4.53 -0.43  0.00
87 H 2.45 4.48 -2.19  0.00
88 H 0.70 3.82 -1.01  0.00
89 H -0.24 5.07 -2.87  0.00
90 H -1.26 3.89 -4.81  0.00
91 H -1.14 1.40 -4.88  0.00
92 H -0.15 0.14 -3.02  0.00
93 H -0.89 2.45 0.69  0.00
94 H -1.53 4.01 0.16  0.00
95 H -1.86 3.44 1.80  0.00
96 H -0.98 5.85 2.13  0.00
97 H -0.11 7.78 3.23  0.00
98 H 1.56 8.15 2.77  0.00
99 H 1.23 7.42 4.34  0.00
100 H 3.14 5.87 3.19  0.00
101 H 4.35 3.93 3.13  0.00
102 H 4.43 3.63 1.38  0.00
103 H 3.71 2.42 2.44  0.00
104 H 3.93 -0.01 1.51  0.00
105 H 4.86 -1.02 0.39  0.00
106 H 3.13 -0.81 0.17  0.00
107 H 6.03 -0.03 -1.25  0.00
108 I -5.06 2.24 2.15  0.00
109 C -3.60 1.35 0.97  0.00
110 C -3.52 1.39 -0.41  0.00
111 N -2.46 0.65 -0.73  0.01
112 N -1.83 0.15 0.34  0.02
113 C -2.52 0.57 1.39  0.00
114 H -4.15 1.86 -1.14  0.00
115 H -2.02 0.58 -1.65  0.00
116 H -2.23 0.32 2.40  0.00

Results
- Spin multiplicity: 5
- F_max: 0.035 Eh/bohr
- HOMO level (spin up / spin down): -1.54 / -2.00 eV
- Kohn-Sham gap (spin up / spin down): 4.820 / 5.285 eV
- Energy above the lowest of the compared OMol25 structures with the same formula, charge and spin: 0.0 kJ/mol
- Charge: -2


(5)
Computed, not measured: a structure of composition C37H45N5O4PRuS2 at a distorted geometry, with ωB97M-V with the def2-TZVPD basis set.

Last column: Löwdin spin population.
Atoms and positions in Å:
1 Ru 0.19 0.52 0.60  0.98
2 N -1.28 -0.69 -0.76  0.02
3 C -1.31 -2.12 -0.49  0.00
4 C -2.55 -2.85 -1.03  0.00
5 C -3.88 -2.07 -1.11  0.00
6 C -4.52 -1.53 0.18  0.00
7 N -4.35 -2.38 1.36  0.00
8 C -4.85 -3.59 1.49  0.00
9 N -4.34 -4.43 2.41  0.00
10 N -5.90 -3.97 0.74  0.00
11 C -0.94 -2.40 0.98  0.00
12 O -1.38 -3.45 1.50  0.00
13 O -0.17 -1.57 1.52  0.06
14 H -2.10 -0.21 -0.39  0.00
15 H -1.17 -0.48 -1.74  0.00
16 H -0.45 -2.55 -0.98  0.00
17 H -2.66 -3.77 -0.46  0.00
18 H -2.33 -3.14 -2.06  0.00
19 H -4.59 -2.73 -1.61  0.00
20 H -3.75 -1.21 -1.78  0.00
21 H -5.58 -1.35 0.01  0.00
22 H -4.08 -0.58 0.46  0.00
23 H -3.51 -2.20 1.90  0.00
24 H -3.35 -4.28 2.59  0.00
25 H -4.69 -5.36 2.47  0.00
26 H -6.39 -3.29 0.19  0.00
27 H -6.35 -4.85 0.91  0.00
28 C -0.41 2.95 3.60  0.00
29 C 1.07 3.03 3.21  0.00
30 C 1.80 1.75 3.60  0.00
31 C 1.24 3.44 1.71  0.00
32 C 2.39 4.45 1.58  0.00
33 O 3.31 3.84 0.65  0.00
34 C 2.74 2.70 0.20  0.01
35 N 1.60 2.40 0.70  0.00
36 C 3.52 2.09 -0.90  0.00
37 C 4.60 2.86 -1.38  0.00
38 C 5.38 2.43 -2.44  0.00
39 C 5.09 1.22 -3.05  0.00
40 C 4.04 0.46 -2.58  0.00
41 C 3.25 0.86 -1.50  0.00
42 P 1.91 -0.30 -0.99  -0.03
43 C 1.10 -0.22 -2.72  -0.01
44 C 1.23 -1.12 -3.78  0.00
45 C 0.53 -0.92 -4.97  0.00
46 C -0.30 0.17 -5.13  0.00
47 C -0.42 1.09 -4.10  0.00
48 C 0.27 0.89 -2.91  0.00
49 C 2.71 -1.95 -1.13  0.00
50 C 4.05 -2.12 -0.78  0.00
51 C 4.65 -3.37 -0.81  0.00
52 C 3.91 -4.49 -1.16  0.00
53 C 2.57 -4.34 -1.51  0.00
54 C 1.99 -3.08 -1.50  0.00
55 H -0.51 2.88 4.69  0.00
56 H -0.86 2.05 3.17  0.00
57 H -0.98 3.81 3.25  0.00
58 H 1.52 3.85 3.78  0.00
59 H 1.34 0.89 3.15  0.00
60 H 1.75 1.61 4.68  0.00
61 H 2.85 1.77 3.30  0.00
62 H 0.31 3.88 1.37  0.00
63 H 2.92 4.61 2.52  0.00
64 H 2.08 5.41 1.18  0.00
65 H 4.82 3.80 -0.92  0.00
66 H 6.21 3.04 -2.78  0.00
67 H 5.68 0.87 -3.89  0.00
68 H 3.82 -0.48 -3.06  0.00
69 H 1.88 -1.98 -3.70  0.00
70 H 0.64 -1.64 -5.78  0.00
71 H -0.85 0.32 -6.06  0.00
72 H -1.06 1.96 -4.21  0.00
73 H 0.17 1.60 -2.10  0.00
74 H 4.63 -1.25 -0.48  0.00
75 H 5.69 -3.47 -0.53  0.00
76 H 4.37 -5.47 -1.17  0.00
77 H 1.98 -5.21 -1.78  0.00
78 H 0.97 -2.98 -1.83  0.00
79 S -2.17 0.33 1.95  -0.03
80 C -2.99 1.87 1.77  0.00
81 C -4.05 2.23 2.61  0.00
82 C -4.68 3.46 2.49  0.00
83 C -4.24 4.36 1.52  0.00
84 C -3.20 4.01 0.68  0.00
85 C -2.56 2.76 0.80  0.00
86 S -1.23 2.39 -0.28  -0.05
87 H -4.36 1.52 3.37  0.00
88 H -5.49 3.73 3.16  0.00
89 H -4.72 5.32 1.42  0.00
90 H -2.84 4.69 -0.08  0.00
91 C 3.14 -0.98 1.82  0.00
92 O 2.48 -0.21 0.84  0.04
93 H 3.32 -2.01 1.51  0.00
94 H 2.54 -1.02 2.74  0.00
95 H 4.11 -0.52 2.07  0.00

Results
- Spin multiplicity: 2
- F_max: 0.060 Eh/bohr
- HOMO level (spin up / spin down): -6.44 / -6.43 eV
- Kohn-Sham gap (spin up / spin down): 6.283 / 6.274 eV
- Energy above the lowest of the compared OMol25 structures with the same formula, charge and spin: 429.8 kJ/mol
- Charge: 0


(6)
Computed, not measured: an isolated molecule of C4H6N2O, with ωB97M-V with the def2-TZVPD basis set.

Last column: Löwdin charge in e.
Atoms and positions in Å:
1 C 2.31 -0.05 0.02  -0.09
2 O 1.26 0.07 -0.93  -0.07
3 C 0.03 -0.02 -0.38  -0.41
4 N -0.19 -0.56 0.80  0.09
5 N -1.52 -0.44 0.97  -0.04
6 C -2.13 0.17 -0.07  -0.11
7 C -1.15 0.47 -0.99  0.00
8 H 3.24 0.12 -0.54  0.09
9 H 2.19 0.71 0.80  0.09
10 H 2.33 -1.04 0.48  0.08
11 H -1.93 -0.77 1.83  0.15
12 H -3.20 0.34 -0.08  0.11
13 H -1.25 0.98 -1.93  0.10

Results
- F_max: 0.006 Eh/bohr
- HOMO level: -8.75 eV
- SMILES: COc1cc[nH]n1
- Kohn-Sham gap: 9.821 eV
- Energy above the lowest of the compared OMol25 structures with the same formula, charge and spin: 140.9 kJ/mol
- Charge: 0